(1)
The following is a DFT calculation (the ωB97M-V functional and the def2-TZVPD basis) of a gas-phase ion, C3H10NOS (charge +1).

```
16
Properties=species:S:1:pos:R:3
S -0.066 0.784 2.187
O -0.222 -1.018 -2.530
N -0.880 -1.040 -0.120
C -0.193 0.241 -0.498
C 0.823 0.653 0.573
C 0.590 -0.132 -1.780
H -0.895 1.046 -0.683
H 1.594 -0.520 -1.608
H 0.736 -0.102 2.789
H 1.392 1.544 0.329
H -1.558 -0.932 0.631
H 1.529 -0.177 0.591
H -1.311 -1.282 -1.027
H 0.709 0.821 -2.291
H -0.187 -1.777 0.006
H 0.014 -0.999 -3.465
```

Output
Structure (SMILES): [NH3+][C@H](CO)CS
Total charge: +1
Gap between HOMO and LUMO in eV: 10.29
Lowest unoccupied orbital energy in eV: -3.3
HOMO in eV: -13.6
Maximum force in eV/Å: 2.13

And the natural (NBO) charges, in e, turn out to be: number 1, S, carries -0.0225; number 2, O, carries -0.7533; number 3, N, carries -0.6936; number 4, C, carries -0.0757; number 5, C, carries -0.5289; number 6, C, carries -0.0933; number 7, H, carries 0.2420; number 8, H, carries 0.1917; number 9, H, carries 0.1515; number 10, H, carries 0.2600; number 11, H, carries 0.4631; number 12, H, carries 0.2219; number 13, H, carries 0.4716; number 14, H, carries 0.2083; number 15, H, carries 0.4393; number 16, H, carries 0.5179

=====

(2)
The following is a DFT calculation (the ωB97M-V functional and the def2-TZVPD basis) of a molecular structure, C33H49Cu2N5O.

```
90
Properties=species:S:1:pos:R:3
Cu 2.683 0.472 -8.145
Cu 4.828 2.717 -4.736
O 1.675 -0.168 -3.911
N -4.381 -4.132 -1.197
N 5.008 -5.900 -1.511
N 7.725 -3.278 4.329
N -1.682 5.185 1.934
N -4.729 1.032 -6.093
C 5.355 -4.566 -1.394
C 4.265 -6.354 -2.734
C -4.567 -2.058 -3.103
C -3.690 0.179 -6.109
C -3.581 -0.793 -5.092
C -5.688 0.962 -5.122
C -1.696 6.568 -0.048
C -2.114 4.305 0.688
C -4.681 2.082 -7.107
C 6.040 -3.247 2.667
C -1.827 6.564 1.427
C -0.172 4.810 2.120
C -4.281 -5.082 -0.048
C -5.653 -2.484 -2.331
C 6.648 -4.375 2.034
C -2.440 4.809 3.217
C 8.131 -2.930 5.693
C 8.366 -4.304 3.809
C -2.281 5.876 4.323
C -4.557 -0.965 -4.064
C 5.886 -6.280 0.653
C 5.303 -6.769 -0.502
C 6.220 -4.957 0.778
C -1.561 5.115 -0.523
C 6.587 -2.704 3.821
C -3.241 5.623 5.444
C 5.940 -4.106 -0.287
C 7.834 -4.840 2.631
C -5.598 -3.553 -1.427
C -5.567 0.028 -4.132
C -3.279 -3.757 -1.892
C -3.273 6.733 6.523
C -3.368 -2.744 -2.831
H -2.517 -2.402 -3.402
H 6.106 -1.961 4.440
H -3.197 4.180 0.720
H -3.973 6.517 7.330
H 0.581 5.188 1.429
H 4.380 -7.428 -2.880
H -1.253 5.849 4.683
H -2.196 5.134 -1.408
H -2.324 -4.236 -1.740
H -3.847 -4.434 0.714
H 7.468 -3.395 6.423
H 5.068 -3.958 -2.240
H 0.067 5.315 3.055
H -4.310 2.918 -6.515
H -6.347 0.070 -3.386
H -2.930 0.309 -6.866
H 4.642 -5.779 -3.580
H -1.142 7.225 1.958
H -6.551 1.570 -5.348
H -3.961 1.774 -7.865
H 8.258 -5.721 2.171
H 8.080 -1.842 5.733
H -3.614 7.665 6.075
H 9.286 -4.562 4.312
H -3.410 -5.694 -0.280
H -4.258 5.647 5.051
H -2.294 6.992 6.928
H 3.225 -6.198 -2.448
H -6.571 -1.968 -2.573
H -6.465 -3.851 -0.856
H -0.817 7.090 -0.428
H -2.038 3.863 3.579
H 5.119 -2.771 2.367
H 6.288 -3.088 -0.186
H -5.219 -5.620 0.087
H -3.023 4.697 5.977
H -3.483 4.716 2.915
H -2.545 6.878 3.984
H 1.079 -0.253 -3.142
H -2.571 6.998 -0.534
H 4.905 -7.763 -0.637
H -0.059 3.730 2.216
H 6.051 -7.015 1.428
H -2.839 6.894 1.659
H 9.190 -3.085 5.899
H -0.515 4.942 -0.778
H -1.710 3.293 0.724
H -5.690 2.285 -7.466
H -2.710 -1.430 -5.055
```

Output
Total charge: +6
Gap between HOMO and LUMO in eV: 3.68
Lowest unoccupied orbital energy in eV: -14.6
HOMO in eV: -18.3
Maximum force in eV/Å: 4.03

And the Mulliken charges, in e, turn out to be: number 1, Cu, carries 0.8945; number 2, Cu, carries 0.8242; number 3, O, carries -0.9047; number 4, N, carries 0.0018; number 5, N, carries 0.0232; number 6, N, carries 0.0153; number 7, N, carries 0.3745; number 8, N, carries 0.0144; number 9, C, carries -0.3082; number 10, C, carries -0.8859; number 11, C, carries 1.1806; number 12, C, carries -0.1307; number 13, C, carries -0.7545; number 14, C, carries -0.4192; number 15, C, carries -0.6669; number 16, C, carries -0.6659; number 17, C, carries -0.7649; number 18, C, carries -0.6859; number 19, C, carries -0.7879; number 20, C, carries -0.9903; number 21, C, carries -0.8520; number 22, C, carries -0.6345; number 23, C, carries 0.7899; number 24, C, carries -0.6917; number 25, C, carries -1.0309; number 26, C, carries -0.1945; number 27, C, carries -0.3520; number 28, C, carries 1.1013; number 29, C, carries -0.5167; number 30, C, carries -0.2728; number 31, C, carries 0.6404; number 32, C, carries -0.5376; number 33, C, carries -0.1687; number 34, C, carries -0.4889; number 35, C, carries -0.7379; number 36, C, carries -0.6882; number 37, C, carries -0.2587; number 38, C, carries -0.5763; number 39, C, carries -0.3594; number 40, C, carries -1.4089; number 41, C, carries -0.6010; number 42, H, carries 0.3485; number 43, H, carries 0.4634; number 44, H, carries 0.4214; number 45, H, carries 0.3873; number 46, H, carries 0.3480; number 47, H, carries 0.3559; number 48, H, carries 0.3344; number 49, H, carries 0.3374; number 50, H, carries 0.3856; number 51, H, carries 0.3960; number 52, H, carries 0.3643; number 53, H, carries 0.4405; number 54, H, carries 0.3705; number 55, H, carries 0.3999; number 56, H, carries 0.4026; number 57, H, carries 0.3435; number 58, H, carries 0.3297; number 59, H, carries 0.4060; number 60, H, carries 0.4214; number 61, H, carries 0.2517; number 62, H, carries 0.5343; number 63, H, carries 0.4082; number 64, H, carries 0.3678; number 65, H, carries 0.4305; number 66, H, carries 0.3221; number 67, H, carries 0.3198; number 68, H, carries 0.3608; number 69, H, carries 0.3727; number 70, H, carries 0.3835; number 71, H, carries 0.4452; number 72, H, carries 0.2944; number 73, H, carries 0.2904; number 74, H, carries 0.4543; number 75, H, carries 0.5408; number 76, H, carries 0.3444; number 77, H, carries 0.3402; number 78, H, carries 0.3566; number 79, H, carries 0.3322; number 80, H, carries 0.1865; number 81, H, carries 0.3873; number 82, H, carries 0.4359; number 83, H, carries 0.3528; number 84, H, carries 0.5170; number 85, H, carries 0.4499; number 86, H, carries 0.3735; number 87, H, carries 0.3403; number 88, H, carries 0.4182; number 89, H, carries 0.3281; number 90, H, carries 0.2799

=====

(3)
The following is a DFT calculation (the ωB97M-V functional and the def2-TZVPD basis) of C5H10N2 in the gas phase.

```
17
Properties=species:S:1:pos:R:3
N 0.281 -0.650 0.300
N 1.065 0.421 -0.298
C -1.051 0.475 -0.046
C 0.241 -1.909 -0.522
C 2.279 0.697 0.449
C -2.478 0.560 0.361
C -0.056 1.320 -0.368
H 2.149 1.286 1.415
H 2.704 -0.346 0.697
H -3.002 -0.434 0.522
H -3.244 0.899 -0.379
H -2.686 1.119 1.305
H -0.058 2.264 -0.911
H -0.153 -2.826 0.105
H 1.225 -2.239 -0.795
H -0.196 -1.863 -1.518
H 2.981 1.227 -0.320
```

Output
Gap between HOMO and LUMO (spin up / spin down) in eV: 5.93 / 7.34
Lowest unoccupied orbital energy (spin up / spin down) in eV: 1.2 / -1.4
Multiplicity: 3
HOMO (spin up / spin down) in eV: -4.7 / -8.7
Maximum force in eV/Å: 7.98

And the natural (NBO) charges, in e, turn out to be: number 1, N, carries -0.3196; number 2, N, carries -0.1906; number 3, C, carries 0.2222; number 4, C, carries -0.4462; number 5, C, carries -0.4359; number 6, C, carries -0.7325; number 7, C, carries -0.2301; number 8, H, carries 0.2082; number 9, H, carries 0.2183; number 10, H, carries 0.2428; number 11, H, carries 0.2487; number 12, H, carries 0.2078; number 13, H, carries 0.1945; number 14, H, carries 0.2092; number 15, H, carries 0.2020; number 16, H, carries 0.1886; number 17, H, carries 0.2125

=====

Energy above the lowest of the compared OMol25 structures with the same formula, charge and spin list, top to bottom, in kJ/mol: 32.1; 143.5; 359.3